1.
The following is a DFT calculation (ωB97M-V with the def2-TZVPD basis set) of a 16-piece molecular cluster, C78H150N9O28P7 overall in a non-equilibrium geometry.

Each line ends with the Löwdin charge.
CARTESIAN COORDINATES (ANGSTROEM)
C -1.455 -2.016 -2.769  -0.043
C -1.382 -0.659 -2.063  -0.262
O -0.028 -0.440 -1.650  -0.187
P 0.293 0.733 -0.546  0.547
O -0.665 1.868 -0.436  -0.245
O 1.837 1.144 -0.805  -0.192
C 2.238 2.189 -1.690  -0.214
C 3.204 1.540 -2.748  -0.046
O 0.306 -0.102 0.844  -0.222
C 1.159 -1.216 1.020  -0.258
C 0.566 -2.593 0.579  -0.023
H -2.483 -2.259 -3.039  0.058
H -0.733 -2.100 -3.581  0.082
H -1.282 -2.804 -2.036  0.050
H -1.759 0.105 -2.744  0.093
H -2.054 -0.611 -1.207  0.113
H 1.384 2.660 -2.177  0.093
H 2.700 2.958 -1.071  0.102
H 2.779 0.834 -3.462  0.072
H 3.898 2.206 -3.261  0.056
H 3.885 0.926 -2.159  0.048
H 2.181 -0.968 0.731  0.105
H 1.204 -1.149 2.107  0.088
H 0.511 -2.652 -0.508  0.056
H 1.238 -3.367 0.952  0.052
H -0.378 -2.670 1.119  0.068
C 1.872 1.444 2.989  -0.054
C 2.666 2.518 2.277  -0.251
O 3.663 2.982 3.205  -0.177
P 4.922 3.819 2.637  0.495
O 5.897 3.022 1.839  -0.248
O 4.203 5.014 1.854  -0.214
C 3.454 6.038 2.496  -0.244
C 4.330 7.337 2.397  -0.048
O 5.565 4.594 3.938  -0.184
C 6.805 4.139 4.481  -0.286
C 7.367 5.109 5.518  -0.072
H 1.621 1.822 3.980  0.084
H 0.894 1.356 2.516  0.052
H 2.377 0.480 3.044  0.072
H 3.116 1.961 1.454  0.105
H 2.014 3.284 1.857  0.117
H 2.512 6.196 1.971  0.106
H 3.132 5.754 3.498  0.115
H 4.797 7.449 1.419  0.072
H 3.826 8.285 2.587  0.072
H 5.177 7.153 3.057  0.060
H 6.606 3.164 4.928  0.121
H 7.642 4.021 3.793  0.112
H 8.372 4.811 5.816  0.077
H 7.313 6.140 5.167  0.078
H 6.795 4.969 6.435  0.072
C -6.117 4.539 4.746  -0.047
C -6.179 3.054 5.170  -0.272
O -7.048 2.282 4.365  -0.173
P -6.523 1.073 3.457  0.525
O -6.134 -0.213 4.101  -0.250
O -7.764 1.023 2.401  -0.189
C -9.061 0.682 2.871  -0.292
C -9.836 -0.112 1.860  -0.082
O -5.255 1.741 2.590  -0.206
C -4.932 1.414 1.209  -0.214
C -4.801 -0.124 1.014  -0.057
H -5.697 4.550 3.740  0.069
H -7.124 4.952 4.690  0.075
H -5.472 5.051 5.460  0.079
H -5.182 2.631 5.045  0.090
H -6.409 2.961 6.231  0.116
H -8.931 0.018 3.726  0.110
H -9.678 1.491 3.262  0.124
H -9.372 -1.010 1.452  0.080
H -10.765 -0.484 2.292  0.080
H -10.091 0.500 0.995  0.069
H -5.796 1.663 0.594  0.090
H -4.158 2.067 0.808  0.115
H -5.647 -0.701 1.388  0.068
H -4.660 -0.435 -0.021  0.057
H -3.912 -0.451 1.553  0.048
C -1.634 -0.233 3.212  -0.040
C -2.461 0.033 4.491  -0.253
O -2.268 1.380 4.947  -0.212
P -2.189 1.664 6.567  0.597
O -1.271 0.669 7.228  -0.269
O -1.656 3.224 6.831  -0.195
C -0.604 3.668 6.042  -0.313
C -0.605 5.179 6.191  -0.070
O -3.764 1.771 7.130  -0.236
C -4.239 1.308 8.451  -0.218
C -4.040 2.465 9.488  -0.066
H -2.068 0.428 2.461  0.054
H -0.622 0.136 3.376  0.067
H -1.763 -1.234 2.801  0.054
H -3.526 -0.193 4.448  0.091
H -2.084 -0.692 5.212  0.104
H 0.315 3.292 6.492  0.122
H -0.717 3.409 4.989  0.101
H 0.179 5.598 5.560  0.073
H -1.519 5.597 5.769  0.060
H -0.578 5.612 7.191  0.078
H -5.308 1.097 8.441  0.106
H -3.708 0.411 8.770  0.107
H -4.693 3.307 9.256  0.071
H -4.203 2.109 10.505  0.072
H -2.999 2.773 9.389  0.066
C 4.181 -11.130 -2.665  -0.075
C 3.252 -10.467 -1.628  -0.302
O 2.931 -9.222 -2.111  -0.161
P 3.313 -7.855 -1.284  0.507
O 2.533 -6.693 -1.732  -0.234
O 4.903 -7.715 -1.405  -0.150
C 5.468 -6.708 -2.151  -0.309
C 6.864 -7.188 -2.535  -0.074
O 3.044 -8.215 0.259  -0.183
C 3.151 -7.251 1.316  -0.213
C 2.084 -6.146 1.188  -0.067
H 5.048 -10.519 -2.919  0.068
H 4.636 -12.054 -2.309  0.072
H 3.731 -11.470 -3.597  0.073
H 2.360 -11.093 -1.634  0.123
H 3.837 -10.508 -0.709  0.120
H 5.103 -6.517 -3.159  0.116
H 5.488 -5.740 -1.649  0.126
H 7.538 -6.562 -3.119  0.079
H 7.438 -7.445 -1.645  0.076
H 6.850 -8.056 -3.195  0.072
H 3.104 -7.768 2.274  0.119
H 4.165 -6.851 1.351  0.117
H 1.967 -5.569 2.106  0.065
H 2.331 -5.427 0.407  0.058
H 1.089 -6.543 0.985  0.069
C -5.569 -3.324 -2.121  -0.060
C -5.656 -2.582 -3.396  -0.315
O -4.995 -1.389 -3.273  -0.172
P -5.158 -0.150 -4.215  0.506
O -4.133 0.913 -4.060  -0.236
O -5.481 -0.570 -5.770  -0.145
C -4.526 -1.200 -6.541  -0.336
C -4.320 -0.512 -7.880  -0.068
O -6.630 0.402 -3.743  -0.208
C -6.805 1.056 -2.459  -0.251
C -8.163 0.589 -1.963  -0.049
H -5.954 -2.814 -1.238  0.083
H -5.924 -4.350 -2.209  0.092
H -4.520 -3.410 -1.836  0.070
H -5.143 -3.175 -4.153  0.126
H -6.688 -2.419 -3.704  0.129
H -3.547 -1.479 -6.150  0.117
H -4.847 -2.218 -6.761  0.116
H -3.621 -1.064 -8.508  0.080
H -5.271 -0.461 -8.409  0.077
H -3.959 0.516 -7.850  0.077
H -6.017 0.717 -1.786  0.089
H -6.615 2.124 -2.560  0.121
H -8.863 1.228 -2.502  0.080
H -8.364 -0.452 -2.214  0.083
H -8.274 0.837 -0.908  0.065
C -0.474 0.719 -5.670  -0.037
C -0.779 2.154 -5.206  -0.280
O 0.300 2.763 -4.522  -0.204
P 1.312 3.817 -5.341  0.542
O 2.464 4.316 -4.570  -0.220
O 1.524 3.066 -6.753  -0.174
C 2.315 3.645 -7.722  -0.296
C 2.227 2.933 -9.119  -0.050
O 0.222 4.936 -5.773  -0.196
C -0.542 5.580 -4.760  -0.286
C -1.281 6.678 -5.417  -0.078
H -0.307 0.074 -4.807  0.065
H -1.264 0.359 -6.328  0.068
H 0.369 0.768 -6.360  0.068
H -1.204 2.774 -5.995  0.124
H -1.513 2.072 -4.404  0.089
H 2.127 4.712 -7.841  0.118
H 3.360 3.605 -7.416  0.114
H 1.182 2.968 -9.425  0.068
H 2.712 3.526 -9.894  0.073
H 2.530 1.886 -9.150  0.073
H -1.257 4.849 -4.382  0.089
H 0.112 5.983 -3.987  0.127
H -0.683 7.310 -6.074  0.080
H -2.068 6.242 -6.033  0.085
H -1.710 7.376 -4.698  0.075
N 6.832 1.500 -1.338  0.039
C 6.773 0.931 -2.574  -0.144
C 7.471 -0.268 -2.531  -0.104
C 8.069 -0.343 -1.241  -0.122
C 7.604 0.721 -0.493  -0.159
H 6.511 2.441 -1.163  0.091
H 6.154 1.390 -3.331  0.100
H 7.419 -1.085 -3.236  0.088
H 8.621 -1.209 -0.908  0.095
H 7.965 1.011 0.483  0.113
N 2.886 -4.318 -3.638  0.013
C 3.282 -4.109 -4.980  -0.107
C 3.942 -2.908 -4.982  -0.103
C 3.837 -2.379 -3.655  -0.123
C 3.241 -3.268 -2.877  -0.180
H 2.453 -5.186 -3.357  0.106
H 3.074 -4.915 -5.668  0.101
H 4.369 -2.428 -5.851  0.087
H 4.102 -1.367 -3.388  0.080
H 2.961 -3.263 -1.834  0.100
N -4.122 -4.161 4.689  0.005
C -4.036 -3.129 3.792  -0.119
C -3.181 -3.570 2.748  -0.123
C -2.934 -4.945 2.940  -0.111
C -3.303 -5.229 4.249  -0.117
H -4.764 -4.197 5.469  0.143
H -4.769 -2.336 3.765  0.088
H -2.939 -2.952 1.896  0.070
H -2.459 -5.568 2.197  0.080
H -3.202 -6.109 4.866  0.094
N -0.290 -6.647 -0.983  0.044
C -0.932 -7.863 -1.150  -0.140
C -2.284 -7.754 -1.011  -0.121
C -2.523 -6.415 -0.786  -0.145
C -1.331 -5.750 -0.791  -0.139
H 0.694 -6.464 -0.850  0.068
H -0.454 -8.827 -1.246  0.105
H -3.002 -8.560 -1.045  0.097
H -3.434 -5.863 -0.606  0.089
H -1.047 -4.763 -0.459  0.087
N 1.315 -5.177 5.584  -0.009
C 0.897 -4.130 4.817  -0.115
C 2.018 -3.557 4.233  -0.117
C 3.077 -4.256 4.771  -0.142
C 2.650 -5.283 5.620  -0.129
H 0.796 -5.832 6.152  0.151
H -0.141 -3.847 4.722  0.103
H 2.050 -2.781 3.482  0.072
H 4.118 -4.150 4.504  0.089
H 3.159 -5.987 6.262  0.108
N 4.645 5.192 -2.893  0.025
C 5.801 4.994 -3.633  -0.121
C 6.883 4.613 -2.785  -0.099
C 6.317 4.627 -1.506  -0.169
C 4.945 4.884 -1.557  -0.106
H 3.737 5.388 -3.290  0.100
H 5.761 5.106 -4.707  0.098
H 7.894 4.391 -3.090  0.093
H 6.855 4.412 -0.595  0.090
H 4.216 4.913 -0.761  0.088
N -3.699 3.740 -3.209  0.036
C -4.270 4.970 -3.522  -0.133
C -3.545 5.969 -2.880  -0.134
C -2.546 5.353 -2.070  -0.103
C -2.574 4.002 -2.411  -0.133
H -4.038 2.824 -3.465  0.079
H -5.186 5.112 -4.076  0.098
H -3.787 7.019 -2.951  0.088
H -1.793 5.828 -1.458  0.083
H -1.882 3.211 -2.163  0.086
N -1.288 3.781 1.418  0.057
C -2.170 3.689 2.492  -0.115
C -2.418 4.966 2.950  -0.139
C -1.611 5.853 2.274  -0.131
C -0.927 5.123 1.328  -0.149
H -0.949 3.046 0.813  0.058
H -2.506 2.726 2.848  0.084
H -3.070 5.295 3.745  0.087
H -1.598 6.932 2.295  0.094
H -0.150 5.439 0.648  0.097
N 5.434 -0.990 0.467  0.041
C 4.700 -2.162 0.458  -0.130
C 4.353 -2.452 1.739  -0.160
C 4.739 -1.392 2.537  -0.105
C 5.428 -0.473 1.708  -0.109
H 5.819 -0.523 -0.342  0.096
H 4.587 -2.695 -0.475  0.086
H 3.824 -3.354 2.007  0.078
H 4.473 -1.293 3.579  0.091
H 5.838 0.511 1.876  0.086

The value obtained for the energy above the lowest of the compared OMol25 structures with the same formula, charge and spin is 0.000 eV. For the HOMO energy, the calculation gives -7.6 eV. The calculation puts the HOMO-LUMO gap at 8.05 eV. Its largest force on an atom is 4.58 eV/A.

2.
The following is a DFT calculation (ωB97M-V with the def2-TZVPD basis set) of an isolated molecule of C3H6N2O.

Each line ends with the Löwdin charge.
CARTESIAN COORDINATES (ANGSTROEM)
O -0.351 1.199 2.090  -0.071
N 0.036 -0.103 1.743  0.043
C 0.039 -0.186 0.482  -0.296
C 0.379 -1.271 -0.510  -0.131
N 0.227 -0.264 -1.597  -0.045
C -0.184 0.792 -0.635  -0.140
H 0.016 1.304 2.975  0.088
H -0.319 -2.116 -0.549  0.115
H 1.400 -1.659 -0.429  0.110
H -0.519 -0.505 -2.239  0.092
H -1.214 1.154 -0.727  0.120
H 0.490 1.656 -0.603  0.115

The value obtained for the energy above the lowest of the compared OMol25 structures with the same formula, charge and spin is 3.594 eV. For the HOMO energy, the calculation gives -9.3 eV. The calculation puts the HOMO-LUMO gap at 10.29 eV. Its largest force on an atom is 0.70 eV/A.

3.
The following is a DFT calculation (ωB97M-V with the def2-TZVPD basis set) of an isolated molecule of C4H7NO.

Each line ends with the Löwdin charge.
CARTESIAN COORDINATES (ANGSTROEM)
N 2.206 -0.210 0.103  0.147
C 1.047 0.452 -0.224  -0.516
O 1.026 1.512 -0.826  0.055
C -0.166 -0.249 0.302  -0.224
C -1.375 -0.441 -0.576  -0.108
C -1.429 0.544 0.541  -0.103
H 2.174 -1.208 0.243  0.096
H 3.080 0.187 -0.200  0.104
H 0.076 -1.062 0.979  0.129
H -1.312 -0.059 -1.590  0.110
H -1.903 -1.382 -0.453  0.101
H -2.031 0.314 1.417  0.103
H -1.394 1.595 0.269  0.107

The value obtained for the energy above the lowest of the compared OMol25 structures with the same formula, charge and spin is 0.743 eV. For the HOMO energy, the calculation gives -9.9 eV. The calculation puts the HOMO-LUMO gap at 10.83 eV. Its largest force on an atom is 0.56 eV/A.